The following is a DFT calculation (ωB97M-V/def2-TZVPD) of a molecular structure, C84H176F30N13O16P2S6.

Atoms and positions in Å:
1 C 6.13 4.08 6.66
2 C 6.47 3.10 7.74
3 C 5.35 2.46 8.56
4 C 5.84 1.20 9.12
5 N 4.78 0.44 9.87
6 C 3.75 -0.22 8.92
7 C 4.44 -1.49 8.44
8 C 4.86 -2.04 9.77
9 C 5.51 -0.84 10.38
10 C 4.21 1.28 11.02
11 C 2.83 1.86 11.02
12 C 2.54 2.45 12.42
13 H 5.58 3.50 5.90
14 H 7.01 4.46 6.18
15 H 5.47 4.86 6.94
16 H 7.19 3.67 8.31
17 H 7.00 2.31 7.29
18 H 4.54 2.19 7.81
19 H 5.01 3.14 9.35
20 H 6.63 1.34 9.86
21 H 6.27 0.51 8.27
22 H 3.00 -0.49 9.62
23 H 3.38 0.58 8.26
24 H 3.73 -2.13 7.92
25 H 5.37 -1.37 7.79
26 H 3.99 -2.31 10.43
27 H 5.48 -2.92 9.80
28 H 5.58 -0.89 11.49
29 H 6.50 -0.71 9.97
30 H 4.96 2.06 11.08
31 H 4.31 0.65 11.95
32 H 2.01 1.15 10.67
33 H 2.85 2.68 10.32
34 H 3.02 3.38 12.60
35 H 2.81 1.73 13.24
36 H 1.52 2.72 12.58
37 C 7.95 3.58 3.57
38 C 8.83 4.80 3.40
39 C 8.83 5.36 2.00
40 C 9.68 4.45 1.05
41 N 9.74 4.88 -0.44
42 C 10.48 3.87 -1.29
43 C 11.91 4.36 -1.28
44 C 11.84 5.83 -1.47
45 C 10.65 6.15 -0.52
46 C 8.43 5.14 -1.10
47 C 7.46 3.92 -1.01
48 C 6.18 4.39 -1.68
49 H 8.36 2.72 3.01
50 H 6.90 3.85 3.31
51 H 7.99 3.17 4.59
52 H 9.83 4.60 3.75
53 H 8.45 5.63 4.01
54 H 9.23 6.34 2.03
55 H 7.79 5.37 1.56
56 H 9.22 3.44 1.01
57 H 10.74 4.38 1.40
58 H 10.07 3.95 -2.36
59 H 10.31 2.89 -0.82
60 H 12.59 3.77 -1.87
61 H 12.37 4.18 -0.23
62 H 11.55 6.04 -2.54
63 H 12.74 6.39 -1.24
64 H 10.03 7.03 -0.72
65 H 11.09 6.37 0.51
66 H 8.67 5.43 -2.13
67 H 8.01 6.01 -0.62
68 H 7.24 3.76 0.08
69 H 7.92 3.03 -1.45
70 H 5.44 3.67 -1.82
71 H 6.39 4.70 -2.71
72 H 5.65 5.18 -1.20
73 C -0.77 -4.79 -9.68
74 C -1.59 -5.41 -10.82
75 C -1.09 -5.01 -12.19
76 C -1.64 -5.97 -13.29
77 N -1.19 -5.62 -14.70
78 C -1.78 -6.60 -15.63
79 C -3.19 -6.13 -15.85
80 C -3.23 -4.64 -15.65
81 C -1.85 -4.25 -15.16
82 C 0.30 -5.52 -14.73
83 C 1.01 -6.78 -14.30
84 C 2.55 -6.66 -14.47
85 H -0.66 -3.71 -9.64
86 H 0.28 -5.11 -9.86
87 H -1.03 -5.13 -8.72
88 H -2.64 -5.03 -10.74
89 H -1.48 -6.44 -10.69
90 H -0.03 -5.11 -12.22
91 H -1.35 -4.02 -12.46
92 H -2.72 -5.90 -13.41
93 H -1.39 -7.00 -13.05
94 H -1.20 -6.50 -16.49
95 H -1.74 -7.56 -15.17
96 H -3.57 -6.50 -16.80
97 H -3.80 -6.61 -15.06
98 H -3.53 -4.11 -16.54
99 H -3.91 -4.30 -14.95
100 H -1.18 -4.13 -15.97
101 H -1.92 -3.54 -14.39
102 H 0.55 -4.62 -14.24
103 H 0.52 -5.22 -15.77
104 H 0.71 -7.61 -14.94
105 H 0.79 -7.01 -13.25
106 H 2.87 -6.46 -15.52
107 H 3.08 -7.51 -14.08
108 H 2.93 -5.78 -13.91
109 C 1.09 -6.53 1.36
110 C 1.25 -5.03 1.21
111 C 0.06 -4.11 1.37
112 C 0.44 -2.67 0.98
113 N -0.66 -1.71 0.79
114 C -1.43 -2.00 -0.51
115 C -0.47 -1.58 -1.60
116 C 0.38 -0.41 -0.97
117 C -0.08 -0.37 0.49
118 C -1.60 -1.69 1.96
119 C -0.92 -1.51 3.32
120 C -1.94 -1.71 4.49
121 H 2.05 -6.99 1.23
122 H 0.48 -7.02 0.66
123 H 0.80 -6.79 2.39
124 H 1.66 -4.87 0.20
125 H 2.04 -4.79 1.90
126 H -0.26 -4.21 2.40
127 H -0.82 -4.46 0.81
128 H 0.95 -2.66 0.04
129 H 1.06 -2.27 1.80
130 H -2.28 -1.39 -0.63
131 H -1.80 -3.04 -0.54
132 H -1.07 -1.20 -2.47
133 H 0.10 -2.46 -1.95
134 H 0.08 0.51 -1.48
135 H 1.44 -0.64 -1.07
136 H -0.97 0.28 0.61
137 H 0.69 0.00 1.17
138 H -2.06 -2.70 1.95
139 H -2.31 -0.85 1.86
140 H -0.57 -0.47 3.25
141 H -0.07 -2.16 3.57
142 H -2.57 -2.61 4.28
143 H -2.48 -0.79 4.62
144 H -1.38 -1.92 5.39
145 C -5.32 -3.27 5.02
146 C -6.84 -3.18 5.31
147 C -7.92 -3.30 4.20
148 C -7.67 -2.32 3.08
149 N -8.94 -1.79 2.42
150 C -8.50 -0.95 1.29
151 C -8.85 -1.63 -0.02
152 C -10.13 -2.34 0.33
153 C -9.72 -2.94 1.66
154 C -9.78 -0.98 3.35
155 C -9.11 0.16 4.08
156 C -10.08 1.30 4.48
157 H -5.19 -4.27 4.54
158 H -4.79 -3.30 5.98
159 H -4.91 -2.47 4.39
160 H -7.07 -2.23 5.78
161 H -6.97 -3.88 6.12
162 H -8.90 -3.18 4.65
163 H -7.82 -4.37 3.84
164 H -7.15 -2.78 2.24
165 H -7.19 -1.39 3.43
166 H -8.94 -0.01 1.29
167 H -7.41 -0.82 1.31
168 H -8.98 -0.93 -0.85
169 H -8.20 -2.46 -0.41
170 H -11.00 -1.68 0.43
171 H -10.34 -3.16 -0.34
172 H -10.43 -3.40 2.30
173 H -8.97 -3.70 1.51
174 H -10.27 -1.66 4.02
175 H -10.60 -0.59 2.73
176 H -8.37 0.68 3.37
177 H -8.57 -0.18 4.94
178 H -10.87 0.99 5.19
179 H -10.63 1.75 3.59
180 H -9.53 2.10 4.94
181 C 0.62 3.53 -6.32
182 C 1.29 4.76 -5.66
183 C 0.32 5.92 -5.43
184 C -0.87 5.41 -4.61
185 N -1.83 6.52 -4.17
186 C -1.20 7.36 -3.12
187 C -1.54 6.71 -1.76
188 C -3.03 6.35 -2.02
189 C -3.07 5.96 -3.53
190 C -2.14 7.40 -5.31
191 C -2.80 6.78 -6.48
192 C -2.92 7.99 -7.53
193 H 0.30 2.86 -5.52
194 H 1.20 3.03 -7.09
195 H -0.22 3.94 -6.93
196 H 2.07 5.21 -6.28
197 H 1.75 4.46 -4.68
198 H 0.06 6.27 -6.40
199 H 0.76 6.71 -4.93
200 H -0.61 4.88 -3.69
201 H -1.49 4.72 -5.21
202 H -1.71 8.32 -3.09
203 H -0.12 7.55 -3.33
204 H -1.46 7.34 -0.95
205 H -1.01 5.79 -1.66
206 H -3.60 7.30 -1.90
207 H -3.47 5.55 -1.42
208 H -3.91 6.43 -4.03
209 H -3.10 4.86 -3.71
210 H -1.25 7.94 -5.63
211 H -2.78 8.20 -4.91
212 H -3.75 6.32 -6.20
213 H -2.15 5.97 -6.93
214 H -2.02 8.17 -8.18
215 H -3.11 8.84 -6.93
216 H -3.74 7.80 -8.20
217 C 6.11 -3.94 0.44
218 C 5.54 -3.47 -0.80
219 O 4.41 -3.46 -1.07
220 N 6.51 -2.71 -1.61
221 H 7.10 -2.05 -1.01
222 H 7.24 -3.34 -2.03
223 C 5.90 -1.85 -2.72
224 H 5.52 -4.75 0.87
225 H 6.06 -3.05 1.02
226 H 7.11 -4.28 0.32
227 H 6.59 -0.98 -2.70
228 H 4.92 -1.57 -2.45
229 H 5.90 -2.38 -3.71
230 C 2.06 3.89 2.43
231 C 2.16 4.12 3.90
232 O 3.19 4.27 4.49
233 N 0.85 4.49 4.63
234 H 0.03 4.18 4.05
235 H 0.82 3.80 5.43
236 C 0.70 5.84 5.23
237 H 1.18 3.17 2.23
238 H 3.01 3.53 2.00
239 H 1.78 4.83 1.95
240 H -0.34 5.95 5.51
241 H 1.09 6.65 4.61
242 H 1.33 5.82 6.10
243 C -4.79 4.51 6.71
244 C -5.02 3.04 6.91
245 O -5.93 2.41 7.29
246 N -3.80 2.32 6.41
247 H -3.72 2.32 5.33
248 H -3.01 2.81 6.80
249 C -3.69 0.90 6.94
250 H -4.59 4.61 5.60
251 H -3.81 4.79 7.12
252 H -5.71 5.09 6.95
253 H -3.57 0.93 8.03
254 H -2.78 0.44 6.54
255 H -4.60 0.40 6.59
256 C -8.00 -9.15 -3.36
257 C -6.86 -9.81 -2.69
258 O -6.35 -10.83 -2.93
259 N -6.24 -8.98 -1.60
260 H -5.25 -8.92 -1.82
261 H -6.45 -7.97 -1.58
262 C -6.40 -9.62 -0.28
263 H -8.85 -8.91 -2.69
264 H -8.33 -9.86 -4.12
265 H -7.59 -8.26 -3.77
266 H -5.99 -8.91 0.49
267 H -5.78 -10.57 -0.30
268 H -7.47 -9.91 -0.11
269 C -5.03 -5.46 1.40
270 F -6.35 -5.68 1.58
271 F -4.71 -4.25 1.73
272 F -4.34 -6.25 2.31
273 S -4.33 -5.69 -0.23
274 O -2.97 -5.36 0.02
275 O -4.58 -7.10 -0.46
276 N -4.86 -4.63 -1.24
277 S -6.25 -4.82 -2.07
278 O -6.97 -6.07 -1.80
279 O -6.97 -3.62 -2.20
280 C -5.45 -5.05 -3.81
281 F -5.26 -3.95 -4.41
282 F -4.21 -5.62 -3.79
283 F -6.23 -5.83 -4.53
284 C 4.52 0.12 2.78
285 F 5.41 0.91 3.39
286 F 4.63 -1.12 3.23
287 F 3.30 0.59 3.15
288 S 4.71 0.31 0.96
289 O 3.66 -0.47 0.39
290 O 4.85 1.71 0.81
291 N 5.94 -0.50 0.62
292 S 7.49 0.03 0.65
293 O 8.05 -0.52 -0.58
294 O 7.69 1.36 1.19
295 C 8.39 -0.97 1.95
296 F 8.48 -2.24 1.68
297 F 9.62 -0.44 1.91
298 F 7.86 -0.76 3.20
299 C -6.10 2.67 2.02
300 F -6.98 1.83 1.55
301 F -5.69 3.49 1.04
302 F -6.65 3.41 3.00
303 S -4.84 1.52 2.68
304 O -5.50 0.71 3.64
305 O -4.25 0.89 1.52
306 N -3.87 2.51 3.44
307 S -2.50 3.16 3.14
308 O -2.22 4.08 4.26
309 O -1.45 2.20 2.82
310 C -2.63 4.26 1.64
311 F -1.59 5.11 1.61
312 F -2.50 3.48 0.61
313 F -3.72 5.04 1.53
314 P -2.05 2.11 -2.84
315 F -2.44 3.45 -2.01
316 F -3.58 1.68 -2.89
317 F -2.33 2.95 -4.22
318 F -1.63 0.79 -3.60
319 F -0.49 2.61 -2.76
320 F -1.90 1.32 -1.35
321 P 1.01 1.36 6.40
322 F 2.52 1.79 6.52
323 F 0.51 2.75 6.92
324 F 0.94 1.98 4.84
325 F -0.57 0.89 6.10
326 F 1.43 -0.03 5.82
327 F 0.82 0.86 7.94

Computed properties:
Largest force on an atom: 0.0985 hartree/bohr
E_HOMO: -0.6176 Ha
Charge: +5

Here are the Löwdin charges for atoms 1 to 99, given in e: C -0.102; C -0.254; C -0.179; C -0.171; N -0.182; C -0.074; C -0.137; C -0.172; C -0.099; C -0.123; C -0.219; C -0.078; H 0.076; H 0.057; H 0.070; H 0.124; H 0.087; H 0.128; H 0.125; H 0.151; H 0.171; H 0.110; H 0.104; H 0.124; H 0.142; H 0.142; H 0.131; H 0.147; H 0.117; H 0.126; H 0.140; H 0.131; H 0.100; H 0.069; H 0.099; H 0.071; C -0.107; C -0.262; C -0.171; C -0.086; N -0.218; C -0.106; C -0.188; C -0.146; C -0.073; C -0.148; C -0.193; C -0.087; H 0.056; H 0.101; H 0.071; H 0.118; H 0.117; H 0.099; H 0.125; H 0.108; H 0.147; H 0.163; H 0.139; H 0.126; H 0.150; H 0.136; H 0.133; H 0.133; H 0.150; H 0.140; H 0.125; H 0.105; H 0.114; H 0.048; H 0.090; H 0.076; C -0.097; C -0.237; C -0.172; C -0.087; N -0.223; C -0.105; C -0.135; C -0.135; C -0.009; C -0.155; C -0.208; C -0.075; H 0.076; H 0.085; H 0.055; H 0.135; H 0.091; H 0.095; H 0.102; H 0.129; H 0.130; H 0.129; H 0.133; H 0.133; H 0.129; H 0.129; H 0.099